Below is C43H36BaN7O3S as an isolated structure, with properties calculated with ωB97M-V/def2-TZVPD.

Last column: Mulliken charge in e.
Positions of all 91 atoms, in Å:
1 Ba 1.2548 0.4516 0.8601  1.28
2 C 0.2476 5.4379 1.1102  -0.66
3 O -0.4725 4.7038 2.1015  -0.43
4 C -0.2749 3.3926 1.8421  0.43
5 N 0.4989 3.0959 0.8740  0.64
6 C 0.9833 4.3595 0.2771  -0.58
7 C 0.7273 4.5840 -1.1973  0.36
8 C -0.5639 4.5654 -1.7074  0.06
9 C -0.7992 4.8771 -3.0388  -0.67
10 C 0.2556 5.2187 -3.8712  -0.58
11 C 1.5491 5.2363 -3.3688  -0.63
12 C 1.7811 4.9185 -2.0402  -0.41
13 C -0.8982 2.4454 2.7706  0.00
14 C -1.6268 2.9345 3.8713  -1.02
15 C -2.1630 2.0359 4.7531  -0.57
16 C -1.9668 0.6742 4.5324  -1.05
17 C -1.1697 0.2960 3.4704  0.12
18 N -0.5733 1.1640 2.6423  0.24
19 C -0.9874 -1.1226 3.1533  -0.04
20 N -0.4595 -1.5757 2.0915  0.98
21 C -0.5012 -3.0362 2.1508  1.53
22 C -1.2779 -3.3205 3.4587  -0.54
23 O -1.4740 -2.0239 4.0421  -0.53
24 C -1.1364 -3.7043 0.9549  -0.10
25 C -1.5775 -2.9889 -0.1484  0.08
26 C -2.1232 -3.6543 -1.2373  -0.63
27 C -2.2498 -5.0327 -1.2260  -0.52
28 C -1.8313 -5.7510 -0.1137  -0.64
29 C -1.2735 -5.0909 0.9681  -0.41
30 H 0.9205 6.1320 1.6132  0.27
31 H -0.4650 5.9966 0.5040  0.42
32 H 2.0650 4.3958 0.4336  0.58
33 H -1.3977 4.2994 -1.0691  0.38
34 H -1.8140 4.8492 -3.4133  0.42
35 H 0.0736 5.4607 -4.9117  0.38
36 H 2.3839 5.4852 -4.0133  0.39
37 H 2.7942 4.9280 -1.6574  0.30
38 H -1.7952 3.9967 3.9521  0.52
39 H -2.7556 2.3719 5.5937  0.41
40 H -2.4103 -0.0792 5.1655  0.52
41 H 0.5326 -3.3809 2.2274  -1.23
42 H -0.7304 -3.9481 4.1603  0.36
43 H -2.2586 -3.7577 3.2602  0.31
44 H -1.4974 -1.9108 -0.1599  0.36
45 H -2.4413 -3.0859 -2.1023  0.46
46 H -2.6648 -5.5499 -2.0820  0.38
47 H -1.9375 -6.8290 -0.0926  0.38
48 H -0.9294 -5.6551 1.8288  0.37
49 N 1.0841 1.3993 -4.0124  -0.50
50 C 0.9727 1.2182 -2.6409  0.05
51 S 2.4502 1.4167 -1.7618  -0.36
52 N -0.2250 0.9434 -2.2312  -0.65
53 N -0.4255 0.5135 -0.9477  -0.81
54 C -1.4944 0.8965 -0.3449  0.50
55 C -2.5892 1.7623 -0.7917  -0.06
56 C -2.9474 1.8045 -2.1446  -0.22
57 C -4.0047 2.5680 -2.5990  -0.89
58 C -4.7290 3.3336 -1.6855  -0.48
59 C -4.4048 3.3210 -0.3499  -0.62
60 C -3.3464 2.5179 0.1630  0.51
61 O -3.1242 2.4778 1.4200  -0.70
62 H 1.8672 1.9731 -4.2744  0.26
63 H 0.2126 1.6431 -4.4604  0.26
64 H -1.6029 0.4931 0.6660  0.41
65 H -2.3671 1.2118 -2.8368  0.42
66 H -4.2682 2.5692 -3.6500  0.38
67 H -5.5643 3.9348 -2.0302  0.36
68 H -4.9779 3.8993 0.3658  0.41
69 N 1.2777 -2.2869 -1.5619  -0.24
70 C 2.5360 -2.8218 -1.7870  0.44
71 C 2.9886 -2.9770 -3.1011  -0.57
72 C 4.1763 -3.6260 -3.3788  -0.54
73 C 4.9523 -4.1213 -2.3411  -0.74
74 C 4.5212 -3.9454 -1.0348  -0.57
75 C 3.3191 -3.3084 -0.7254  0.48
76 C 2.9370 -3.2187 0.7223  0.36
77 C 2.9792 -4.4372 1.4178  -0.68
78 C 2.8799 -4.4837 2.8001  -0.81
79 C 2.7518 -3.2884 3.4918  -0.64
80 C 2.6339 -2.0948 2.7842  -0.36
81 C 2.6814 -1.9893 1.3795  -0.02
82 H 1.1155 -2.0326 -0.6031  -0.24
83 H 0.9969 -1.5590 -2.2044  0.10
84 H 2.3788 -2.5800 -3.9056  0.41
85 H 4.5012 -3.7488 -4.4053  0.37
86 H 5.8855 -4.6327 -2.5440  0.36
87 H 5.1379 -4.2940 -0.2151  0.43
88 H 3.1013 -5.3599 0.8590  0.48
89 H 2.9271 -5.4296 3.3281  0.40
90 H 2.7229 -3.2878 4.5785  0.37
91 H 2.5126 -1.1826 3.3802  0.26

Calculated values
total charge: -1
LUMO: 0.069 Ha
M: 868.2 g/mol
energy relative to the best compared isomer or geometry (same formula, charge and spin): 26.8 kcal/mol
total energy: -73280.405 eV